Entry 1:
Molecular formula: C2H14O6
Method: DFT, wB97M-V/def2-TZVPD

Properties
HOMO-LUMO gap = 10.6 eV
E_tot = -535.99799 Eh
maximum force = 2.42 eV/A
SMILES = OCCO.O.O.O.O
net charge = 0

Last column: Löwdin charge in e.
Geometry (Å):
O 7.20 21.32 9.72  -0.050
C 8.23 20.88 10.61  -0.229
C 9.00 22.01 11.22  -0.241
O 10.04 21.55 12.08  -0.064
H 7.47 20.98 8.88  0.094
H 7.81 20.30 11.45  0.119
H 8.88 20.18 10.14  0.118
H 8.24 22.55 11.79  0.117
H 9.34 22.76 10.47  0.145
H 10.76 21.23 11.51  0.120
O 8.86 19.00 15.87  -0.104
H 8.77 19.71 15.21  -0.028
H 9.71 18.57 15.60  0.042
O 5.55 23.16 10.95  -0.093
H 6.11 22.55 10.41  0.004
H 5.69 22.69 11.78  -0.038
O 8.21 20.82 13.94  -0.035
H 7.43 21.13 13.56  -0.051
H 8.87 21.16 13.31  0.015
O 5.81 21.67 13.21  -0.022
H 5.69 20.73 12.96  0.102
H 5.54 21.71 14.12  0.079

Entry 2:
Molecular formula: C10H11N2O
Method: DFT, wB97M-V/def2-TZVPD

Properties
HOMO-LUMO gap (spin up / spin down) = 5.6 / 5.6 eV
E_tot = -572.33148 Eh
maximum force = 5.31 eV/A
SMILES = [H]/N=C1/c2ccccc2N([O-])C1(C)C
net charge = -1

Last column: Löwdin charge in e.
Geometry (Å):
H -1.27 -2.90 -0.36  0.038
N -1.45 -2.12 0.33  0.093
C -0.64 -1.11 0.17  -0.353
C -0.65 0.03 0.92  -0.161
C -1.50 0.64 1.80  -0.072
C -1.46 1.94 2.20  -0.148
C -0.44 2.77 1.71  -0.121
C 0.50 2.24 0.89  -0.035
C 0.38 0.92 0.42  -0.143
N 1.01 0.43 -0.66  -0.244
O 1.83 1.06 -1.43  -0.208
C 0.44 -0.97 -0.94  -0.407
C 1.58 -1.97 -0.63  -0.017
C -0.03 -0.95 -2.37  -0.041
H -2.25 0.00 2.13  0.085
H -2.23 2.35 2.86  0.082
H -0.32 3.78 2.15  0.103
H 1.23 2.82 0.51  0.060
H 2.57 -1.36 -0.69  0.112
H 1.44 -2.92 -1.03  0.040
H 1.43 -1.97 0.52  0.110
H 0.65 -0.20 -2.87  0.083
H -1.05 -0.65 -2.72  0.090
H 0.24 -1.84 -2.91  0.054

Entry 3:
Molecular formula: C4H12N2O2
Method: DFT, wB97M-V/def2-TZVPD

Properties
HOMO-LUMO gap = 9.5 eV
E_tot = -419.55972 Eh
maximum force = 1.84 eV/A
SMILES = N[C@@H](CO)CNCO
net charge = 0

Last column: Löwdin charge in e.
Geometry (Å):
N 1.40 -2.39 -0.16  0.045
C 0.82 -1.14 0.28  -0.392
C 1.70 0.01 -0.24  -0.208
O 1.35 1.26 0.37  -0.085
C -0.62 -0.97 -0.10  -0.194
N -1.22 0.08 0.73  -0.038
C -2.18 0.90 0.04  -0.295
O -1.60 1.94 -0.73  -0.063
H 1.40 -2.68 -1.11  0.073
H 2.13 -2.76 0.42  0.072
H 0.98 -1.11 1.36  0.152
H 1.73 0.09 -1.33  0.125
H 2.74 -0.21 0.02  0.110
H 1.82 1.98 -0.05  0.089
H -1.17 -1.89 0.14  0.115
H -0.77 -0.93 -1.19  0.127
H -0.47 0.69 1.07  0.085
H -2.84 1.34 0.80  0.112
H -2.80 0.30 -0.63  0.116
H -0.65 1.97 -0.55  0.053

Entry 4:
Molecular formula: C8H9Br2O2
Method: DFT, wB97M-V/def2-TZVPD

Properties
HOMO-LUMO gap = 7.4 eV
E_tot = -5608.71387 Eh
maximum force = 3.45 eV/A
net charge = -1

Last column: Löwdin charge in e.
Geometry (Å):
C -2.49 -0.90 0.77  -0.079
C -1.69 0.11 0.62  -0.127
C -0.17 1.80 -1.53  -0.701
C -0.12 -0.30 0.44  -0.401
C 0.59 0.46 -0.66  -0.402
C 0.11 -0.83 -0.95  -1.083
C 0.56 -0.72 1.75  -0.037
C 2.08 0.79 -0.58  -0.067
O -0.21 1.59 -2.72  -0.048
O -0.35 2.84 -0.91  -0.034
Br -1.29 -1.18 -2.20  0.740
Br 1.45 -2.30 -1.22  0.578
H -3.53 -0.74 1.12  0.060
H -2.22 -1.92 0.69  0.043
H -1.93 1.23 0.71  0.133
H 0.96 -1.68 1.65  0.019
H -0.28 -1.04 2.42  0.079
H 1.23 0.17 2.03  0.112
H 2.06 1.85 -0.31  0.085
H 2.65 0.42 -1.43  0.066
H 2.58 0.35 0.30  0.064

Entry 5:
Molecular formula: C7H13O2P
Method: DFT, wB97M-V/def2-TZVPD

Properties
HOMO-LUMO gap = 8.3 eV
E_tot = -766.28935 Eh
maximum force = 4.33 eV/A
SMILES = CC(=O)C=C(C)C.CP=O
net charge = 0

Last column: Löwdin charge in e.
Geometry (Å):
C -0.21 -0.17 -2.98  -0.043
C -0.23 -0.40 -1.52  -0.542
O -1.10 -1.15 -1.09  0.028
C 0.77 0.21 -0.64  -0.134
C 1.09 -0.26 0.58  -0.338
C 2.10 0.47 1.40  -0.056
C 0.71 -1.59 1.09  -0.024
H -1.26 0.04 -3.35  0.099
H 0.19 -1.10 -3.48  0.099
H 0.47 0.74 -3.42  0.127
H 1.50 0.91 -1.08  0.127
H 1.70 0.55 2.40  0.083
H 2.16 1.45 0.96  0.070
H 3.12 -0.09 1.44  0.134
H 1.05 -2.31 0.46  0.064
H -0.31 -1.75 1.15  0.053
H 1.19 -1.73 2.12  0.120
C -2.77 0.79 0.46  -0.300
P -1.31 1.83 0.28  0.860
O -0.93 2.04 1.72  -0.495
H -3.27 1.12 1.39  0.056
H -3.40 0.64 -0.37  0.016
H -2.32 -0.12 0.72  -0.002

Entry 6:
Molecular formula: C2H4LiO2Zn
Method: DFT, wB97M-V/def2-TZVPD

Properties
HOMO-LUMO gap = 5.8 eV
E_tot = -2015.95746 Eh
maximum force = 2.70 eV/A
net charge = -1

Last column: Löwdin charge in e.
Geometry (Å):
O 1.85 0.00 2.00  -0.595
H 2.61 -0.58 2.08  -0.148
C 0.25 -0.43 -0.43  -0.057
C -0.84 0.29 0.00  -0.436
O -1.36 0.14 1.22  -0.678
H 0.52 -1.34 0.13  0.044
H 0.66 -0.24 -1.42  0.030
H -1.57 0.59 -0.77  0.082
Zn -2.96 0.63 1.98  0.323
Li 0.10 -0.01 2.41  0.435

Entry 7:
Molecular formula: C5H11N5O2
Method: DFT, wB97M-V/def2-TZVPD

Properties
HOMO-LUMO gap = 9.5 eV
E_tot = -621.34378 Eh
maximum force = 6.10 eV/A
SMILES = [H]/N=C(N)/N=C(/N)NCCC(=O)O
net charge = 0

Last column: Löwdin charge in e.
Geometry (Å):
H 0.41 2.32 1.55  0.046
N -0.14 1.46 1.44  0.068
C -0.91 1.55 0.33  -0.501
N -0.54 2.68 -0.54  0.060
N -1.99 0.77 0.10  0.152
C -2.06 -0.45 0.11  -0.479
N -3.31 -1.00 0.01  0.131
N -1.04 -1.45 -0.01  0.035
C 0.39 -1.28 0.45  -0.189
C 1.31 -0.71 -0.65  -0.094
C 2.61 -0.01 -0.10  -0.470
O 2.96 1.12 -0.17  0.097
O 3.55 -0.97 0.38  0.016
H 0.55 2.50 -0.61  0.114
H -0.89 2.52 -1.51  0.073
H -3.46 -1.68 -0.66  0.066
H -3.86 -0.17 -0.18  0.097
H -1.41 -2.40 0.06  0.120
H 0.14 -0.43 1.26  0.112
H 0.68 -2.30 0.91  0.141
H 1.80 -1.46 -1.36  0.130
H 0.70 0.08 -1.29  0.144
H 4.50 -0.70 0.49  0.134